Density functional theory data (ωB97M-V/def2-TZVPD) for a cluster of 6 separate species, C46H99N5O6 in total at a distorted geometry.

The relative energy (zero: lowest compared OMol25 entry of this formula, charge and spin) comes out at 0.0 kcal/mol. The value obtained for the total energy is -2537.05585 hartree. The LUMO energy is 0.0151 Eh. As for the multiplicity: 1. As for the gap between HOMO and LUMO: 8.48 eV.

Structure (XYZ):
```
156
Properties=species:S:1:pos:R:3:forces:R:3:mulliken_charge:R:1
C -6.6162 10.9812 35.2342 -0.410 -0.296 0.828 -0.99
O -5.6739 10.1884 35.9517 -0.118 -0.124 -0.171 -0.27
H -6.2102 11.9809 35.0699 -0.134 -0.003 -0.465 0.38
H -7.0070 10.4651 34.3550 0.380 0.274 -0.336 0.65
H -7.4910 11.0775 35.8813 0.130 0.144 0.126 0.16
H -4.9435 9.9926 35.3592 0.028 -0.078 0.029 0.02
C -13.8041 13.4366 35.6876 -0.383 -0.105 1.031 -2.15
C -12.6422 13.2413 34.7184 -0.115 -0.645 0.239 2.18
C -13.0055 14.0540 33.4779 -0.658 1.079 -0.080 -1.73
C -11.8524 14.2634 32.5048 -0.489 -0.868 1.133 -0.27
C -10.7589 14.9762 33.2976 -0.398 0.208 -0.499 -1.36
C -10.2684 14.1906 34.5221 0.535 -0.110 -1.333 2.03
N -11.4180 13.7853 35.3097 -0.715 1.712 0.149 0.25
O -11.0309 13.0967 36.4666 0.216 -0.720 0.029 -0.49
C -9.4289 12.9840 33.9841 -0.226 -0.019 1.438 -1.58
C -9.3713 15.1237 35.3339 0.548 -0.588 -0.254 -1.91
C -12.5077 11.7278 34.4518 -0.276 -0.679 -1.380 -1.53
H -13.6580 12.8659 36.6115 0.192 0.102 -0.042 0.48
H -14.7616 13.0641 35.3146 0.211 -0.063 -0.441 0.44
H -13.9813 14.4789 35.9629 0.298 0.059 -0.096 0.42
H -13.9397 13.6935 33.0343 0.372 -0.675 -0.179 0.42
H -13.3640 15.0396 33.8134 0.427 0.035 0.205 0.47
H -12.1878 14.8028 31.6230 0.191 0.036 -0.096 0.45
H -11.5558 13.2408 32.2483 0.321 0.258 -0.555 -0.01
H -11.1658 15.9380 33.6283 0.079 0.031 -0.010 0.41
H -9.9171 15.1800 32.6325 0.197 0.031 0.228 0.39
H -8.3573 13.1861 33.9519 -0.060 0.263 -0.270 0.46
H -9.5464 12.2233 34.7624 0.124 -0.316 -0.342 0.23
H -9.7849 12.6173 33.0269 0.040 -0.124 -0.009 0.13
H -9.9042 15.9954 35.7066 -0.092 -0.105 0.223 0.53
H -8.8678 14.5479 36.1106 -0.282 0.249 0.353 0.07
H -8.5518 15.4656 34.6949 -0.159 0.118 -0.125 0.38
H -13.3422 11.1419 34.8405 0.051 0.140 0.296 0.43
H -11.5818 11.2514 34.7651 0.016 0.316 0.430 0.18
H -12.5493 11.5161 33.3726 0.045 0.186 0.023 0.26
H -11.3942 13.5954 37.2056 0.025 0.165 -0.103 0.35
C -1.6796 12.1622 33.7139 -0.395 -0.528 -0.031 -1.86
C -1.1672 11.2010 34.8088 -0.426 0.392 0.098 2.44
C -0.9574 9.8256 34.1719 0.079 -0.442 -0.388 -1.39
C 0.4052 9.6574 33.4854 -1.361 0.708 0.125 -0.86
C 1.5237 10.0500 34.4257 0.553 -1.219 -0.618 -1.14
C 1.4126 11.4385 35.0588 0.497 0.089 -1.171 1.69
N 0.0469 11.6725 35.4944 -0.111 -0.662 0.944 0.18
O -0.1216 12.9933 35.9744 0.072 -0.304 -0.446 -0.42
C 2.3599 11.4690 36.2623 -0.964 0.480 0.463 -1.98
C 1.8789 12.4939 34.0252 0.270 -0.440 -0.304 -1.79
C -2.2159 11.0565 35.9168 -0.169 0.254 0.011 -1.59
H -1.1074 12.0210 32.7964 0.133 0.472 0.010 0.33
H -1.7704 13.2001 34.0332 0.360 0.063 -0.092 0.39
H -2.7058 11.8760 33.4642 0.042 -0.093 0.013 0.45
H -1.1402 9.0077 34.8752 0.348 0.206 0.338 0.44
H -1.7418 9.6647 33.4232 -0.034 0.231 0.020 0.44
H 0.3997 10.3206 32.6119 0.201 -0.032 -0.014 0.31
H 0.4311 8.6428 33.0891 0.521 -0.059 0.147 0.45
H 2.4338 9.9553 33.8208 0.185 0.503 0.283 0.43
H 1.6865 9.2745 35.1814 -0.468 0.138 0.229 0.38
H 2.0826 10.6534 36.9309 0.223 -0.090 -0.017 0.44
H 3.4132 11.4275 35.9990 0.014 -0.092 -0.170 0.38
H 2.1528 12.3893 36.8147 0.274 0.016 -0.029 0.38
H 2.1042 13.4456 34.5038 -0.015 0.065 -0.109 0.44
H 2.7753 12.1059 33.5344 0.217 0.269 0.259 0.44
H 1.1925 12.6351 33.1858 -0.305 0.097 0.273 0.34
H -2.3812 11.9789 36.4704 0.396 0.043 0.041 -0.26
H -1.8510 10.2794 36.5864 -0.291 0.025 0.198 0.77
H -3.2163 10.8296 35.5447 0.191 -0.379 -0.243 -0.16
H -0.1414 13.5311 35.1674 0.030 0.277 0.177 0.36
C -6.8780 8.4108 38.8646 0.568 0.822 0.927 -1.36
C -6.0018 7.1575 38.8931 0.371 0.099 -0.491 2.06
C -4.6019 7.5059 38.3366 0.031 0.424 0.728 -1.35
C -3.7448 8.2889 39.3379 -0.490 -0.902 0.249 0.67
C -3.6334 7.4862 40.6354 0.498 0.312 -0.088 -1.74
C -4.9849 7.1256 41.2583 0.121 0.218 0.234 1.60
N -5.8135 6.5523 40.2058 0.061 -0.919 -0.282 0.24
O -7.0482 6.0421 40.6956 0.320 0.299 0.299 -0.50
C -4.7254 6.0507 42.3323 -0.093 -0.761 -0.885 -2.04
C -5.5977 8.3457 41.9457 -0.300 0.278 0.949 -1.44
C -6.5805 6.1026 37.9477 -0.569 -0.356 0.209 -2.10
H -7.8344 8.2880 39.3742 -0.244 -0.310 -0.522 0.40
H -6.9339 8.8432 37.8663 -0.432 -0.306 -0.112 0.30
H -6.4023 9.2016 39.4580 0.121 -0.049 -0.126 0.00
H -4.0581 6.5834 38.1228 -0.161 -0.076 -0.263 0.37
H -4.7553 8.1004 37.4347 0.100 -0.192 -0.152 0.30
H -4.2139 9.2404 39.5926 0.286 0.236 -0.330 -0.65
H -2.7426 8.4030 38.9252 -0.032 0.473 0.004 0.49
H -3.0400 8.0804 41.3396 -0.252 -0.047 0.223 0.50
H -3.0365 6.5799 40.4911 -0.246 -0.121 -0.231 0.40
H -5.5157 5.9315 43.0716 0.104 0.392 0.186 0.35
H -4.6934 5.0843 41.8183 0.113 0.083 -0.022 0.48
H -3.7367 6.1998 42.7621 -0.176 0.179 0.422 0.41
H -6.6151 8.1473 42.3093 -0.063 0.016 -0.300 0.40
H -5.0779 8.5451 42.8891 0.253 0.006 -0.192 0.48
H -5.6133 9.2772 41.3841 0.043 -0.116 -0.197 0.07
H -6.2010 5.1038 38.1697 0.418 0.155 -0.070 0.45
H -6.3487 6.3796 36.9191 -0.085 -0.066 -0.050 0.39
H -7.6619 5.9854 38.0553 -0.001 0.319 -0.043 0.39
H -7.3711 6.7109 41.3175 -0.260 0.008 -0.129 0.37
C -8.8679 7.0140 30.9414 0.360 -0.648 -0.274 -1.76
C -9.7467 7.6177 32.0370 0.173 1.206 -0.106 2.30
C -10.2712 9.0259 31.6136 -0.899 -0.739 0.144 -0.83
C -11.4403 8.9068 30.6429 0.449 0.497 -0.389 -0.84
C -12.5542 8.0583 31.2080 -0.624 -0.313 -0.647 -1.18
C -12.0795 6.6460 31.5538 0.231 -0.138 -0.423 1.66
N -10.8921 6.7702 32.4057 -0.170 0.614 0.623 0.22
O -10.3968 5.4872 32.7706 -0.135 -0.072 -0.171 -0.50
C -13.1622 5.9428 32.3623 -0.047 -0.322 -0.024 -2.09
C -11.8179 5.8253 30.2693 -0.647 0.191 0.133 -1.73
C -8.9546 7.8557 33.3126 0.520 -1.361 1.134 -2.47
H -7.7919 7.1256 31.0992 -0.107 0.533 0.153 0.42
H -9.1138 7.4136 29.9573 0.040 -0.053 -0.037 0.31
H -8.9733 5.9273 30.9130 -0.281 0.062 -0.047 0.38
H -10.6553 9.5224 32.5098 0.185 0.066 0.078 -0.07
H -9.4692 9.6320 31.1939 0.170 -0.122 0.063 0.49
H -11.0829 8.4697 29.7038 -0.062 -0.161 0.055 0.39
H -11.7913 9.8959 30.3317 -0.109 0.013 0.265 0.42
H -13.3231 7.9411 30.4343 0.053 -0.060 -0.015 0.44
H -13.1196 8.4982 32.0341 0.551 0.202 0.279 0.33
H -12.8844 4.9058 32.5590 0.030 0.031 0.038 0.45
H -13.3330 6.4424 33.3166 -0.014 0.085 -0.037 0.44
H -14.0946 5.9075 31.7953 -0.010 0.131 0.021 0.40
H -12.7213 5.7912 29.6513 -0.099 -0.040 0.209 0.44
H -11.0650 6.2718 29.6284 0.318 -0.200 0.136 0.37
H -11.5900 4.8038 30.5683 0.372 0.006 -0.255 0.36
H -9.6178 8.0616 34.1563 -0.112 0.393 -0.207 0.47
H -8.1470 8.5863 33.2889 -0.242 0.297 -0.483 0.30
H -8.4581 6.9259 33.6241 -0.009 0.027 -0.206 0.52
H -10.7228 5.3862 33.6705 0.121 -0.064 0.041 0.36
C -5.5067 16.4522 38.2349 -0.724 0.744 -0.875 -1.81
C -6.0658 15.5633 39.3444 0.696 -0.126 0.528 1.84
C -7.2708 14.7907 38.8258 -0.257 -1.092 -0.707 -1.58
C -6.8643 13.7353 37.7766 0.166 0.840 0.050 -0.65
C -5.7874 12.8121 38.3367 0.394 -0.266 -1.673 -0.25
C -4.5916 13.5000 39.0128 -0.146 0.609 0.242 2.42
N -5.1115 14.5704 39.8804 -1.108 -0.826 0.533 0.28
O -4.0733 15.1811 40.6192 0.265 0.237 -0.382 -0.48
C -3.9330 12.4460 39.8923 0.029 -0.207 0.505 -2.09
C -3.5753 14.0541 38.0050 1.091 0.136 -0.530 -2.09
C -6.4914 16.4459 40.5113 -0.246 0.418 0.316 -2.07
H -6.2479 17.2238 37.9775 -0.038 -0.021 0.348 0.42
H -5.4030 15.9417 37.2779 0.411 -0.214 0.194 0.36
H -4.6002 17.0068 38.4686 0.158 -0.336 0.253 0.32
H -7.7697 14.1700 39.5763 0.113 0.591 0.579 0.36
H -7.9933 15.5088 38.4313 -0.057 -0.071 -0.069 0.50
H -6.4903 14.2444 36.8811 0.131 -0.069 0.029 0.21
H -7.7175 13.1600 37.4127 -0.097 -0.056 0.273 0.62
H -5.3668 12.3238 37.4466 0.127 -0.171 0.194 -0.36
H -6.1865 11.9578 38.8851 -0.158 0.398 0.569 0.19
H -3.1041 12.8453 40.4781 0.029 0.060 -0.140 0.52
H -4.6745 12.0444 40.5890 0.015 0.095 0.056 0.51
H -3.5643 11.5980 39.3118 0.019 0.147 -0.214 0.18
H -3.1241 15.0189 38.2500 -0.463 0.046 0.512 0.35
H -2.6802 13.4254 37.9650 -0.266 -0.266 -0.220 0.50
H -3.9454 14.1963 36.9866 -0.200 -0.310 0.044 0.31
H -5.7212 17.1532 40.8198 0.124 -0.066 -0.194 0.41
H -6.7508 15.8719 41.4032 -0.069 -0.220 -0.155 0.44
H -7.3673 17.0376 40.2321 0.006 -0.061 -0.053 0.39
H -4.2949 14.9526 41.5267 0.067 0.017 0.025 0.35
```
Positions in Å, forces in eV/Å.